Version 1
A 2-piece molecular cluster, C7H16 overall. Source: OMol25; level of theory: ωB97M-V/def2-TZVPD.

## Properties
Kohn-Sham gap in eV: 10.058
HOMO level in hartree: -0.3287
Lowest unoccupied orbital energy in eV: 1.11
Molecular weight in g mol⁻¹: 100.205
SMILES: C=C(C)[C@H](C)CC.[H][H]

CARTESIAN COORDINATES (ANGSTROEM)
C1 -0.987 1.591 -0.149
C2 -0.964 0.258 -0.108
C3 -2.179 -0.550 -0.510
C4 0.189 -0.543 0.472
C5 -0.244 -0.788 1.923
C6 1.588 0.093 0.445
C7 2.257 0.262 -0.921
H1 -1.857 2.115 -0.539
H2 -0.133 2.192 0.148
H3 -2.743 -0.076 -1.321
H4 -1.935 -1.573 -0.828
H5 -2.834 -0.617 0.362
H6 0.258 -1.513 -0.051
H7 0.510 -1.341 2.486
H8 -0.406 0.185 2.400
H9 -1.190 -1.338 1.966
H10 2.234 -0.546 1.063
H11 1.552 1.062 0.959
H12 2.292 -0.685 -1.473
H13 3.290 0.608 -0.794
H14 1.742 0.992 -1.551
H15 -0.224 -0.196 -2.231
H16 -0.342 0.475 -1.909



Version 2
A 2-piece molecular cluster, C7H16 overall. Source: OMol25; level of theory: ωB97M-V/def2-TZVPD.

## Properties
Kohn-Sham gap in eV: 10.446
HOMO level in hartree: -0.3417
Lowest unoccupied orbital energy in eV: 1.15
Molecular weight in g mol⁻¹: 100.205
SMILES: C=C(C)[C@H](C)CC.[H][H]

CARTESIAN COORDINATES (ANGSTROEM)
C1 1.098 -0.662 -1.300
C2 0.832 0.254 -0.368
C3 1.397 1.649 -0.459
C4 0.010 -0.034 0.881
C5 0.958 -0.416 2.027
C6 -1.086 -1.095 0.718
C7 -2.202 -0.714 -0.253
H1 1.731 -0.426 -2.153
H2 0.708 -1.676 -1.251
H3 1.922 1.813 -1.405
H4 0.600 2.400 -0.376
H5 2.104 1.840 0.359
H6 -0.490 0.907 1.164
H7 0.406 -0.556 2.963
H8 1.476 -1.353 1.790
H9 1.720 0.353 2.197
H10 -1.521 -1.274 1.710
H11 -0.634 -2.049 0.415
H12 -2.676 0.229 0.045
H13 -2.980 -1.485 -0.274
H14 -1.825 -0.589 -1.273
H15 -0.965 1.739 -2.700
H16 -0.585 1.145 -2.459



Which is the most stable structure? version 2 is the most stable.



Version 1
A 2-piece molecular cluster, C2HCl2NO3 overall. Source: OMol25; level of theory: ωB97M-V/def2-TZVPD.

## Properties
Kohn-Sham gap (alpha / beta) in eV: 8.883 / 7.541
HOMO level (alpha / beta) in hartree: -0.3622 / -0.3608
Lowest unoccupied orbital energy (alpha / beta) in eV: -0.97 / -2.28
Molecular weight in g mol⁻¹: 157.940

CARTESIAN COORDINATES (ANGSTROEM)
C1 1.415 0.549 1.119
C2 1.323 0.533 -0.338
N1 -2.228 1.329 -0.344
O1 2.123 1.098 1.887
O2 -2.976 0.436 -0.231
O3 -2.094 2.410 -0.727
Cl1 0.282 -0.827 1.719
Cl2 2.237 1.627 -1.170
H1 0.557 0.114 -0.879



Version 2
One molecule with the formula C2HCl2NO3. Source: OMol25; level of theory: ωB97M-V/def2-TZVPD.

## Properties
Kohn-Sham gap in eV: 9.746
HOMO level in hartree: -0.4130
Lowest unoccupied orbital energy in eV: -1.49
Molecular weight in g mol⁻¹: 157.940
SMILES: O=C(C(Cl)Cl)[N+](=O)[O-]

CARTESIAN COORDINATES (ANGSTROEM)
O1 -1.004 0.281 1.589
C1 -0.307 0.101 0.550
C2 -0.124 -1.050 -0.253
Cl1 -0.988 -2.503 0.450
Cl2 1.709 -1.403 -0.203
N1 0.336 1.481 -0.120
O2 0.537 1.411 -1.299
O3 0.442 2.414 0.584
H1 -0.601 -0.733 -1.297



Which is the most stable structure? version 2 is the most stable.



Version 1
An isolated ion of composition C5H9NO and charge -1. Source: OMol25; level of theory: ωB97M-V/def2-TZVPD.

## Properties
Spin multiplicity: 2
Expectation value of S²: 0.75
Kohn-Sham gap (alpha / beta) in eV: 2.888 / 9.963
HOMO level (alpha / beta) in hartree: 0.0439 / -0.2232
Lowest unoccupied orbital energy (alpha / beta) in eV: 4.08 / 3.89
Molecular weight in g mol⁻¹: 99.133
Charge: -1

CARTESIAN COORDINATES (ANGSTROEM)
O1 -1.906 1.717 -2.414
C1 -1.061 0.845 -2.295
N1 -0.635 0.303 -1.141
C2 0.702 -0.285 -0.944
C3 1.075 -0.230 0.532
C4 0.053 -0.770 1.455
C5 -0.490 -0.088 2.477
H1 -0.616 0.363 -3.177
H2 -0.975 0.723 -0.283
H3 1.479 0.270 -1.493
H4 0.685 -1.328 -1.256
H5 1.971 -0.887 0.635
H6 1.383 0.782 0.796
H7 -0.382 -1.733 1.216
H8 -0.171 0.928 2.690
H9 -1.112 -0.610 3.203



Version 2
A 2-piece molecular cluster, C5H9NO overall. Source: OMol25; level of theory: ωB97M-V/def2-TZVPD.

## Properties
Spin multiplicity: 2
Expectation value of S²: 0.75
Kohn-Sham gap (alpha / beta) in eV: 2.697 / 8.417
HOMO level (alpha / beta) in hartree: 0.0422 / -0.1722
Lowest unoccupied orbital energy (alpha / beta) in eV: 3.84 / 3.73
Molecular weight in g mol⁻¹: 99.133
Charge: -1

CARTESIAN COORDINATES (ANGSTROEM)
C1 -1.085 -1.935 0.713
C2 -0.602 -0.558 0.495
C3 -0.884 0.359 -0.517
N1 -0.188 1.487 -0.325
C4 0.394 1.498 0.922
C5 0.188 0.227 1.400
H1 -1.812 -2.390 0.027
H2 -0.272 -2.647 0.874
H3 -1.717 -2.028 1.617
H4 -1.398 0.388 -1.474
H5 -0.092 2.290 -0.952
H6 0.831 2.325 1.445
H7 0.496 -0.152 2.358
H8 0.979 -0.849 -2.445
H9 1.537 -0.237 -1.167
O1 1.808 -0.592 -2.027



Version 3
A 2-piece molecular cluster, C5H9NO overall. Source: OMol25; level of theory: ωB97M-V/def2-TZVPD.

## Properties
Spin multiplicity: 2
Expectation value of S²: 0.75
Kohn-Sham gap (alpha / beta) in eV: 2.872 / 8.491
HOMO level (alpha / beta) in hartree: 0.0345 / -0.1756
Lowest unoccupied orbital energy (alpha / beta) in eV: 3.81 / 3.71
Molecular weight in g mol⁻¹: 99.133
Charge: -1

CARTESIAN COORDINATES (ANGSTROEM)
C1 -1.069 1.251 1.547
C2 -1.630 0.577 0.497
N1 -0.626 0.165 -0.362
C3 0.598 0.461 0.207
C4 0.317 1.099 1.403
C5 1.980 0.446 -0.364
H1 -1.597 1.676 2.385
H2 -2.591 0.737 0.028
H3 -0.716 -0.238 -1.289
H4 1.100 1.585 1.968
H5 2.100 -0.273 -1.171
H6 2.154 1.451 -0.766
H7 2.731 0.234 0.391
H8 0.732 -2.994 -2.353
H9 -0.731 -3.339 -1.689
O1 0.001 -2.717 -1.759



Which is the most stable structure? version 3 is the most stable.



Version 1
One molecule with the formula C3H7NOS2. Source: OMol25; level of theory: ωB97M-V/def2-TZVPD.

## Properties
Kohn-Sham gap in eV: 8.719
HOMO level in hartree: -0.3090
Lowest unoccupied orbital energy in eV: 0.31
Molecular weight in g mol⁻¹: 137.229
SMILES: N[C@@H](C=O)CSS

CARTESIAN COORDINATES (ANGSTROEM)
N1 1.008 0.018 1.082
C1 0.183 0.745 0.136
C2 0.912 1.065 -1.161
O1 1.429 2.119 -1.386
C3 -1.175 0.086 -0.146
S1 -1.981 -0.861 1.135
S2 -0.921 -2.685 1.081
H1 1.498 -0.797 0.729
H2 1.716 0.634 1.462
H3 -0.052 1.656 0.687
H4 0.864 0.217 -1.880
H5 -1.853 0.858 -0.514
H6 -1.138 -0.538 -1.047
H7 -0.490 -2.518 -0.177



Version 2
One molecule with the formula C3H7NOS2. Source: OMol25; level of theory: ωB97M-V/def2-TZVPD.

## Properties
Kohn-Sham gap in eV: 9.153
HOMO level in hartree: -0.3205
Lowest unoccupied orbital energy in eV: 0.43
Molecular weight in g mol⁻¹: 137.229
SMILES: COCSNC=S

CARTESIAN COORDINATES (ANGSTROEM)
C1 -2.043 0.640 1.214
O1 -0.888 1.145 0.544
C2 0.282 0.477 0.927
S1 0.384 -1.231 0.273
N1 0.688 -0.964 -1.375
C3 1.978 -0.935 -1.859
S2 2.401 -0.467 -3.367
H1 -2.842 1.075 0.636
H2 -2.187 0.970 2.224
H3 -1.980 -0.458 1.228
H4 0.466 0.434 2.046
H5 1.118 1.077 0.525
H6 -0.063 -0.574 -1.930
H7 2.687 -1.190 -1.088



Which is the most stable structure? version 1 is the most stable.



Version 1
One molecule with the formula C3H7NOS2. Source: OMol25; level of theory: ωB97M-V/def2-TZVPD.

## Properties
Kohn-Sham gap in eV: 9.210
HOMO level in hartree: -0.3217
Lowest unoccupied orbital energy in eV: 0.46
Molecular weight in g mol⁻¹: 137.229
SMILES: C[C@@H](S)C(=O)NS

CARTESIAN COORDINATES (ANGSTROEM)
C1 1.074 -0.653 -0.450
C2 0.113 0.234 0.261
S1 0.279 1.948 -0.350
C3 -1.261 -0.286 -0.038
O1 -1.613 -1.379 -0.366
N1 -2.190 0.646 0.138
S2 -3.829 0.170 -0.009
H1 1.105 -1.688 0.017
H2 1.981 -0.123 -0.511
H3 0.730 -0.778 -1.493
H4 0.263 0.383 1.385
H5 1.613 1.997 0.168
H6 -2.184 1.552 0.466
H7 -3.524 -1.073 -0.172



Version 2
One molecule with the formula C3H7NOS2. Source: OMol25; level of theory: ωB97M-V/def2-TZVPD.

## Properties
Kohn-Sham gap in eV: 8.873
HOMO level in hartree: -0.3192
Lowest unoccupied orbital energy in eV: 0.19
Molecular weight in g mol⁻¹: 137.229
SMILES: CN(O)C(=S)CS

CARTESIAN COORDINATES (ANGSTROEM)
C1 0.570 1.619 -0.148
N1 1.094 0.225 -0.014
O1 2.304 -0.003 -0.399
C2 0.349 -0.874 0.301
S1 0.745 -2.479 -0.165
C3 -1.017 -0.523 0.814
S2 -2.343 -0.412 -0.469
H1 1.227 2.465 0.447
H2 -0.564 1.714 -0.017
H3 0.516 1.896 -1.276
H4 2.168 -1.043 -0.971
H5 -1.150 0.531 1.428
H6 -1.292 -1.338 1.461
H7 -2.607 -1.778 -0.992



Which is the most stable structure? version 1 is the most stable.



Version 1
One molecule with the formula C7H10S. Source: OMol25; level of theory: ωB97M-V/def2-TZVPD.

## Properties
Kohn-Sham gap in eV: 8.405
HOMO level in hartree: -0.2727
Lowest unoccupied orbital energy in eV: 0.99
Molecular weight in g mol⁻¹: 126.224
SMILES: C/C=C1/CSC=C1C

CARTESIAN COORDINATES (ANGSTROEM)
C1 -1.936 0.742 -0.953
C2 -0.818 1.247 -0.071
C3 0.266 0.597 0.369
C4 1.273 1.317 1.260
S1 2.600 0.140 1.684
C5 1.825 -1.121 0.741
C6 0.675 -0.796 0.139
C7 -0.097 -1.791 -0.695
H1 -2.657 1.540 -1.128
H2 -2.485 -0.086 -0.525
H3 -1.581 0.382 -1.922
H4 -0.932 2.275 0.234
H5 1.699 2.156 0.734
H6 0.788 1.675 2.170
H7 2.293 -2.099 0.702
H8 -1.078 -1.972 -0.281
H9 -0.220 -1.464 -1.732
H10 0.385 -2.741 -0.727



Version 2
One molecule with the formula C7H10S. Source: OMol25; level of theory: ωB97M-V/def2-TZVPD.

## Properties
Kohn-Sham gap in eV: 8.470
HOMO level in hartree: -0.3185
Lowest unoccupied orbital energy in eV: -0.20
Molecular weight in g mol⁻¹: 126.224

CARTESIAN COORDINATES (ANGSTROEM)
C1 -1.374 -0.326 -2.080
C2 0.236 -2.524 -1.778
C3 0.930 2.550 0.579
C4 0.934 -0.767 0.257
C5 -1.213 0.295 -0.945
C6 -0.070 0.299 0.080
C7 0.550 1.613 -0.293
S1 0.301 -2.591 0.028
H1 -0.534 -1.782 -2.108
H2 -0.233 -3.366 -2.354
H3 1.133 -2.095 -2.060
H4 1.197 3.496 0.177
H5 0.718 2.621 1.667
H6 1.743 -0.639 -0.411
H7 1.507 -0.907 1.248
H8 -2.141 0.799 -0.663
H9 -0.679 0.389 1.013
H10 0.620 1.813 -1.346



Which is the most stable structure? version 1 is the most stable.



Version 1
A 2-piece molecular cluster, H4NP overall. Source: OMol25; level of theory: ωB97M-V/def2-TZVPD.

## Properties
Kohn-Sham gap (alpha / beta) in eV: 9.003 / 7.543
HOMO level (alpha / beta) in hartree: -0.3363 / -0.2837
Lowest unoccupied orbital energy (alpha / beta) in eV: -0.15 / -0.18
Molecular weight in g mol⁻¹: 49.013

CARTESIAN COORDINATES (ANGSTROEM)
N1 0.172 1.066 0.128
P1 -0.976 -0.104 0.427
H1 0.411 1.698 0.875
H2 0.914 0.950 -0.546
H3 0.052 -2.424 0.498
H4 -1.051 -0.522 -0.920



Version 2
One molecule with the formula H4NP. Source: OMol25; level of theory: ωB97M-V/def2-TZVPD.

## Properties
Kohn-Sham gap in eV: 10.008
HOMO level in hartree: -0.3324
Lowest unoccupied orbital energy in eV: 0.96
Molecular weight in g mol⁻¹: 49.013
SMILES: NP

CARTESIAN COORDINATES (ANGSTROEM)
N1 -0.118 0.330 0.812
P1 -0.028 0.600 -0.923
H1 -1.093 0.316 1.076
H2 0.320 1.228 1.228
H3 0.649 -0.594 -1.155
H4 1.197 1.166 -0.758



Which is the most stable structure? version 2 is the most stable.